Record 1
{"formula": "C45H54ClN2O7PSiTi", "method": "the ωB97M-V functional and the def2-TZVPD basis", "symbols": ["Ti", "N", "C", "C", "C", "C", "C", "N", "C", "H", "H", "H", "H", "C", "C", "C", "C", "C", "C", "P", "C", "C", "C", "C", "C", "C", "C", "C", "C", "C", "C", "C", "H", "H", "H", "H", "H", "H", "H", "H", "H", "H", "H", "H", "H", "H", "H", "C", "C", "C", "C", "O", "Si", "O", "O", "C", "C", "C", "C", "O", "C", "C", "C", "C", "H", "H", "H", "H", "H", "H", "H", "H", "H", "H", "H", "H", "H", "H", "H", "H", "H", "H", "H", "H", "H", "H", "H", "H", "H", "H", "H", "C", "C", "C", "C", "Cl", "C", "C", "C", "O", "C", "C", "O", "O", "H", "H", "H", "H", "H", "H", "H", "H"], "xyz": [[-0.172718, -0.447159, 0.560389], [6.043240, -0.933673, -0.574124], [4.963891, -0.813878, -0.944874], [3.616827, -0.654966, -1.416591], [3.342152, -0.297275, -2.731741], [2.024707, -0.065111, -3.098675], [1.034898, -0.176350, -2.149069], [1.299497, -0.581749, -0.888350], [2.568565, -0.828656, -0.529127], [4.150646, -0.184043, -3.441899], [1.770478, 0.238748, -4.104140], [0.008352, 0.086007, -2.372306], [2.745661, -1.146719, 0.487580], [-5.950955, -1.251349, 1.578209], [-6.005518, -1.561063, 0.224333], [-4.850292, -1.546119, -0.537662], [-3.626199, -1.235926, 0.057734], [-3.581257, -0.922297, 1.412256], [-4.740912, -0.926760, 2.172765], [-2.151764, -1.167412, -0.985438], [-1.858313, -2.824136, -1.648678], [-2.438501, -3.928182, -1.022809], [-2.172896, -5.209419, -1.483061], [-1.333686, -5.400441, -2.571895], [-0.751885, -4.306277, -3.197893], [-0.999685, -3.024873, -2.731083], [-2.610036, -0.080425, -2.360103], [-2.845529, -0.576605, -3.643313], [-3.281383, 0.274190, -4.649748], [-3.494863, 1.617633, -4.382721], [-3.287390, 2.112012, -3.100874], [-2.850362, 1.271404, -2.092008], [-6.856733, -1.260549, 2.169454], [-6.951671, -1.808517, -0.237395], [-4.898624, -1.772389, -1.596534], [-2.644748, -0.674889, 1.901555], [-4.699735, -0.681496, 3.225564], [-3.102792, -3.790025, -0.179887], [-2.634827, -6.058803, -0.997769], [-1.139224, -6.399510, -2.938337], [-0.108590, -4.450240, -4.056644], [-0.542010, -2.184841, -3.238879], [-2.712235, -1.626586, -3.862141], [-3.466799, -0.120619, -5.639577], [-3.840110, 2.277070, -5.167712], [-3.479903, 3.154799, -2.884972], [-2.716608, 1.661582, -1.093167], [-2.737958, 4.569600, 1.453005], [-1.801554, 3.677509, 2.248081], [-2.443404, 2.328634, 2.531725], [-1.344551, 4.352917, 3.528125], [-0.615540, 3.500070, 1.414703], [0.237734, 2.338572, 0.755182], [-0.749555, 1.164259, 0.061263], [1.334473, 2.830122, -0.294940], [1.410834, 3.973131, -1.204975], [2.684777, 3.761506, -2.001428], [0.179607, 3.939349, -2.096615], [1.478090, 5.254872, -0.391577], [0.937443, 1.156226, 1.711746], [1.919627, 1.373540, 2.831775], [3.173466, 0.573118, 2.533000], [2.260226, 2.856558, 2.876308], [1.233441, 0.929467, 4.107631], [-3.656103, 4.747757, 2.012848], [-2.998863, 4.097414, 0.504012], [-2.267174, 5.530981, 1.248866], [-3.284488, 2.457273, 3.213280], [-1.729223, 1.650479, 3.011255], [-2.819668, 1.872393, 1.614851], [-2.207533, 4.619314, 4.138239], [-0.791754, 5.263792, 3.299028], [-0.706164, 3.692699, 4.117595], [2.653105, 2.800559, -2.518317], [3.555003, 3.778288, -1.344861], [2.799721, 4.549423, -2.745484], [0.144610, 3.014691, -2.677683], [0.190779, 4.779926, -2.790648], [-0.732546, 4.011047, -1.497597], [2.302023, 5.209493, 0.321852], [0.549889, 5.427050, 0.152225], [1.652451, 6.102247, -1.054732], [3.585305, 0.855280, 1.561976], [2.994498, -0.499536, 2.574413], [3.924876, 0.814834, 3.284865], [2.751373, 3.174039, 1.955312], [2.948461, 3.035709, 3.701873], [1.377136, 3.472173, 3.047183], [0.949210, -0.119944, 4.057899], [0.348081, 1.536306, 4.303110], [1.917229, 1.055180, 4.947290], [4.773695, -3.850113, 2.107649], [3.943574, -3.897488, 0.858131], [4.523116, -3.855153, -0.399422], [3.736994, -3.878908, -1.545679], [4.488931, -3.722185, -3.101618], [2.366287, -3.989991, -1.460139], [1.760697, -4.044517, -0.206744], [2.547862, -3.981640, 0.934479], [2.041244, -3.986488, 2.215865], [0.658976, -3.834656, 2.345405], [0.220627, -2.491286, 1.818182], [0.905966, -1.429925, 1.980008], [-0.852415, -2.336258, 1.157230], [5.822388, -3.695676, 1.864663], [4.679901, -4.778492, 2.672462], [4.444839, -3.045294, 2.766907], [5.598817, -3.780142, -0.489552], [1.765284, -4.042358, -2.355860], [0.684412, -4.164790, -0.166332], [0.435228, -3.862361, 3.414181], [0.076044, -4.614746, 1.849909]], "atomic_forces_ev_per_a": [[0.3, 0.2, -0.1], [0.0, 0.1, 0.1], [0.0, -0.1, -0.1], [0.0, 0.0, 0.1], [0.0, 0.0, 0.0], [0.0, 0.0, 0.0], [0.0, 0.0, 0.0], [0.0, 0.1, -0.1], [0.0, 0.0, 0.0], [0.0, 0.0, 0.0], [0.0, 0.0, 0.0], [0.0, 0.0, 0.0], [0.0, 0.0, 0.0], [0.0, 0.0, 0.0], [0.0, 0.0, 0.0], [0.0, 0.0, 0.0], [0.0, 0.1, 0.0], [0.0, 0.0, 0.0], [0.0, 0.0, 0.0], [0.1, 0.0, 0.0], [-0.1, -0.1, 0.1], [0.0, 0.0, 0.0], [0.0, 0.0, 0.0], [0.0, 0.0, 0.0], [0.0, 0.0, 0.0], [0.0, 0.0, 0.0], [0.0, 0.0, 0.0], [0.0, 0.0, 0.0], [0.0, 0.0, 0.0], [0.0, 0.0, 0.0], [0.0, 0.0, 0.0], [0.0, 0.0, 0.0], [0.0, 0.0, 0.0], [0.0, 0.0, 0.0], [0.0, 0.0, 0.0], [0.0, 0.0, 0.0], [0.0, 0.0, 0.0], [0.0, 0.0, 0.0], [0.0, 0.0, 0.0], [0.0, 0.0, 0.0], [0.0, 0.0, 0.0], [0.0, 0.0, 0.0], [0.0, 0.0, 0.0], [0.0, 0.0, 0.0], [0.0, 0.0, 0.0], [0.0, 0.0, 0.0], [0.0, 0.0, 0.0], [0.0, 0.0, 0.0], [0.0, 0.0, 0.0], [0.0, 0.0, 0.0], [0.0, 0.0, 0.0], [0.1, 0.1, 0.1], [-0.2, -0.1, -0.2], [-0.1, -0.3, 0.2], [0.1, 0.0, 0.1], [-0.1, 0.0, 0.0], [0.0, 0.0, 0.0], [0.0, 0.0, 0.0], [0.0, 0.0, 0.0], [0.0, 0.0, 0.1], [0.0, 0.1, 0.0], [0.0, 0.0, 0.0], [0.0, 0.0, 0.0], [0.0, 0.0, 0.0], [0.0, 0.0, 0.0], [0.0, 0.0, 0.0], [0.0, 0.0, 0.0], [0.0, 0.0, 0.0], [0.0, 0.0, 0.0], [0.0, 0.0, 0.0], [0.0, 0.0, 0.0], [0.0, 0.0, 0.0], [0.0, 0.0, 0.0], [0.0, 0.0, 0.0], [0.0, 0.0, 0.0], [0.0, 0.0, 0.0], [0.0, 0.0, 0.0], [0.0, 0.0, 0.0], [0.0, 0.0, 0.0], [0.0, 0.0, 0.0], [0.0, 0.0, 0.0], [0.0, 0.0, 0.0], [0.0, 0.0, 0.0], [0.0, 0.0, 0.0], [0.0, 0.0, 0.0], [0.0, 0.0, 0.0], [0.0, 0.0, 0.0], [0.0, 0.0, 0.0], [0.0, 0.0, 0.0], [0.0, 0.0, 0.0], [0.0, 0.0, 0.0], [0.0, 0.0, 0.0], [0.0, 0.0, 0.0], [0.0, 0.0, 0.0], [0.0, 0.0, 0.0], [0.0, 0.0, 0.0], [0.0, 0.0, 0.0], [0.0, 0.0, 0.0], [0.0, 0.0, 0.0], [0.0, 0.0, 0.0], [0.0, 0.0, 0.0], [-0.2, 0.0, -0.1], [0.1, -0.2, -0.1], [-0.1, 0.2, 0.1], [0.0, 0.0, 0.0], [0.0, 0.0, 0.0], [0.0, 0.0, 0.0], [0.0, 0.0, 0.0], [0.0, 0.0, 0.0], [0.0, 0.0, 0.0], [0.0, 0.0, 0.0], [0.0, 0.0, 0.0]], "orbital_gap_ev": 6.05, "mol_weight_g_mol": 877.3, "lumo_energy_ev": -7.23, "total_charge": 2, "de_lowest_kcal_mol": 0.00}


Record 2
{"formula": "C45H55CrN4O2P", "method": "the ωB97M-V functional and the def2-TZVPD basis", "symbols": ["Cr", "C", "C", "C", "C", "C", "C", "C", "C", "C", "C", "C", "C", "N", "C", "C", "N", "C", "C", "C", "C", "C", "C", "C", "C", "C", "C", "C", "C", "H", "H", "H", "H", "H", "H", "H", "H", "H", "H", "H", "H", "H", "H", "H", "H", "H", "H", "H", "H", "H", "H", "H", "H", "H", "H", "H", "H", "H", "H", "H", "H", "H", "H", "H", "H", "N", "C", "N", "O", "H", "H", "H", "H", "O", "P", "C", "C", "C", "C", "C", "C", "C", "C", "C", "C", "C", "C", "C", "C", "C", "C", "C", "C", "H", "H", "H", "H", "H", "H", "H", "H", "H", "H", "H", "H", "H", "H", "H"], "xyz": [[-0.548481, -0.194665, 0.586857], [-0.277448, -2.677162, -2.739652], [0.450208, -2.627374, -1.393239], [0.578566, -4.020678, -0.778838], [1.803184, -1.952553, -1.491414], [2.662400, -2.413616, -2.589828], [3.822423, -1.851636, -2.909658], [4.301674, -0.659350, -2.157141], [3.594429, -0.346536, -0.796459], [4.544934, -0.458600, 0.409262], [4.931701, -1.924062, 0.611547], [5.816631, 0.391672, 0.322821], [2.244912, -1.062038, -0.573880], [1.458120, -0.660861, 0.520477], [1.839964, -1.081029, 1.814744], [0.944434, -1.030516, 2.816256], [-0.343506, -0.591788, 2.533891], [-1.354467, -0.594144, 3.486078], [-1.949869, 0.653791, 3.813558], [-3.029657, 0.708139, 4.689306], [-3.526876, -0.443444, 5.280073], [-2.940755, -1.658758, 4.968744], [-1.875898, -1.770634, 4.074937], [-1.422583, -3.192910, 3.758364], [-1.124112, -3.477801, 2.284730], [-0.276919, -3.676768, 4.653952], [-1.404492, 1.950900, 3.239904], [-2.407065, 2.642241, 2.315438], [-0.951086, 2.891446, 4.359538], [-1.304229, -3.028245, -2.599865], [0.201174, -3.359830, -3.445492], [-0.312699, -1.689119, -3.205015], [-0.183178, -2.024620, -0.737201], [1.200892, -4.660755, -1.410706], [-0.398677, -4.499920, -0.673182], [1.042912, -3.962448, 0.206364], [2.332215, -3.286097, -3.144217], [4.432341, -2.250169, -3.712480], [5.381791, -0.734606, -2.023757], [3.999429, -0.094456, 1.279675], [5.606223, -2.252088, -0.184497], [4.058856, -2.578170, 0.593961], [5.449285, -2.064029, 1.562425], [6.404228, 0.196216, -0.577138], [6.456781, 0.154762, 1.174862], [5.613537, 1.461567, 0.368735], [2.833156, -1.451576, 2.016495], [1.227657, -1.269370, 3.834209], [-3.476621, 1.667835, 4.925335], [-4.360285, -0.395270, 5.969936], [-3.337638, -2.565892, 5.413949], [-2.285301, -3.813896, 4.021578], [-0.184607, -3.027183, 1.967556], [-1.922786, -3.108438, 1.636222], [-1.050929, -4.558440, 2.136184], [0.657543, -3.176327, 4.411161], [-0.124516, -4.749816, 4.513809], [-0.503863, -3.499115, 5.706721], [-0.522286, 1.686751, 2.649577], [-3.316687, 2.928117, 2.851044], [-2.687488, 1.990554, 1.483575], [-1.968838, 3.551174, 1.895361], [-1.789621, 3.183156, 4.996875], [-0.513963, 3.801270, 3.942134], [-0.202476, 2.408807, 4.988663], [-4.255397, -0.812392, 1.930630], [-3.641583, -1.187820, 0.794629], [-4.203200, -2.214298, 0.095872], [-2.619702, -0.634392, 0.367125], [-4.901622, -1.439279, 2.376820], [-3.729232, -0.207671, 2.551987], [-5.154820, -2.488697, 0.260484], [-3.812592, -2.396856, -0.811893], [-1.045876, 1.322840, -0.734519], [-0.540931, 1.960448, -2.004039], [-0.710092, 3.748182, -1.902696], [0.227643, 4.605895, -2.468501], [0.041594, 5.979897, -2.395837], [-1.074544, 6.493842, -1.752661], [-2.008847, 5.638704, -1.179924], [-1.831204, 4.267424, -1.256421], [1.156687, 1.558515, -2.337303], [1.953890, 1.616522, -1.262450], [3.356596, 1.132438, -1.300622], [3.923543, 0.755906, -2.697641], [2.923235, 0.745895, -3.809217], [1.651052, 1.088862, -3.642054], [-1.566559, 1.428898, -3.384952], [-1.536745, 2.073706, -4.620252], [-2.334482, 1.619582, -5.657200], [-3.169787, 0.525926, -5.462713], [-3.210981, -0.108401, -4.230501], [-2.410669, 0.341538, -3.188274], [1.109751, 4.198737, -2.948750], [0.773366, 6.647325, -2.831585], [-1.215789, 7.565062, -1.690381], [-2.873538, 6.043201, -0.670282], [-2.546174, 3.593146, -0.800993], [1.573032, 1.967690, -0.309090], [3.985644, 1.838664, -0.761918], [4.796503, 1.341973, -2.996581], [3.262970, 0.413041, -4.783567], [0.959990, 1.030295, -4.474693], [-0.896118, 2.935458, -4.769882], [-2.309662, 2.119756, -6.616452], [-3.793448, 0.173605, -6.274042], [-3.869838, -0.953920, -4.079320], [-2.443794, -0.130821, -2.213608]], "atomic_forces_ev_per_a": [[0.0, 0.1, 0.2], [0.0, 0.0, 0.0], [0.0, 0.0, -0.1], [0.0, 0.0, 0.0], [0.0, 0.0, 0.0], [0.0, 0.0, 0.0], [0.0, 0.0, 0.0], [0.0, 0.0, 0.0], [0.0, 0.0, 0.0], [0.0, 0.0, 0.0], [0.0, 0.0, 0.0], [0.0, 0.0, 0.0], [0.0, 0.0, 0.0], [-0.1, 0.0, 0.0], [0.0, 0.0, 0.0], [-0.1, 0.0, 0.0], [0.0, -0.1, -0.2], [0.0, 0.1, 0.0], [0.0, 0.0, 0.0], [0.0, 0.0, 0.0], [0.0, 0.0, 0.0], [0.0, 0.0, 0.0], [0.0, 0.0, 0.0], [0.0, 0.0, 0.0], [0.0, 0.0, 0.0], [0.0, 0.0, 0.0], [0.1, 0.0, 0.1], [0.0, 0.0, 0.0], [0.0, 0.0, 0.0], [0.0, 0.0, 0.0], [0.0, 0.0, 0.0], [0.0, 0.0, 0.0], [0.0, -0.1, 0.2], [0.0, 0.0, 0.0], [0.0, 0.0, 0.0], [0.0, 0.0, 0.0], [0.0, 0.0, 0.0], [0.0, 0.0, 0.0], [0.0, 0.0, 0.0], [0.0, 0.0, 0.0], [0.0, 0.0, 0.0], [0.0, 0.0, 0.0], [0.0, 0.0, 0.0], [0.0, 0.0, 0.0], [0.0, 0.0, 0.0], [0.0, 0.0, 0.0], [0.0, 0.0, 0.0], [0.0, 0.0, 0.0], [0.0, 0.0, 0.0], [0.0, 0.0, 0.0], [0.0, 0.0, 0.0], [0.0, 0.0, 0.0], [0.0, 0.0, 0.0], [0.0, 0.0, 0.0], [0.0, 0.0, 0.0], [0.0, 0.0, 0.0], [0.0, 0.0, 0.0], [0.0, 0.0, 0.0], [-0.1, 0.0, 0.1], [0.0, 0.0, 0.0], [0.0, 0.0, 0.0], [0.0, 0.0, 0.0], [0.0, 0.0, 0.0], [0.0, 0.0, 0.0], [0.0, 0.0, 0.0], [0.0, 0.1, 0.0], [0.0, -0.1, 0.0], [0.0, 0.1, 0.0], [0.0, 0.0, 0.0], [0.0, 0.0, 0.0], [0.0, 0.0, 0.0], [0.0, 0.0, 0.0], [0.0, 0.0, 0.0], [0.2, 0.0, -0.2], [-0.1, 0.0, 0.0], [0.0, 0.0, 0.0], [0.0, 0.0, 0.0], [0.0, 0.0, 0.0], [0.0, 0.0, 0.0], [0.0, 0.0, 0.0], [0.0, 0.0, 0.0], [0.0, 0.0, 0.0], [0.0, 0.0, 0.0], [0.0, 0.0, 0.0], [0.0, 0.0, 0.0], [0.0, 0.0, 0.0], [-0.1, 0.0, 0.0], [0.0, 0.0, -0.1], [0.0, 0.0, 0.0], [0.0, 0.0, 0.0], [0.0, 0.0, 0.0], [0.0, 0.0, 0.0], [-0.1, 0.0, 0.0], [0.0, 0.0, 0.0], [0.0, 0.0, 0.0], [0.0, 0.0, 0.0], [0.0, 0.0, 0.0], [0.0, 0.0, 0.0], [0.0, 0.0, 0.0], [0.0, 0.0, 0.0], [0.0, 0.0, 0.0], [0.0, 0.0, 0.0], [0.0, 0.0, 0.0], [0.0, 0.0, 0.0], [0.0, 0.0, 0.0], [0.0, 0.0, 0.0], [0.0, 0.0, 0.0], [0.0, 0.0, 0.0]], "multiplicity": 5, "orbital_gap_ev": [5.18, 5.49], "mol_weight_g_mol": 766.9, "lumo_energy_ev": [0.28, 0.28], "s_squared": 6.016, "de_lowest_kcal_mol": 49.28}